Molecular formula: C27H34FeN6O2
Method: DFT, wB97M-V/def2-TZVPD

<S²>: 8.80
Net charge: +1
LUMO energy (alpha / beta) in eV: -2.92 / -5.08
Molecular weight in g mol⁻¹: 530.5
Spin multiplicity: 6
Max |F| in hartree/bohr: 0.010
Gap between HOMO and LUMO (alpha / beta) in eV: 7.6 / 5.7

XYZ file:
```
70
Properties=species:S:1:pos:R:3:forces:R:3:mulliken_spin:R:1
C 0.14573 0.71254 5.47940 0.015 0.040 -0.038 -0.064
H -1.45478 -0.83603 -2.06683 -0.010 -0.003 -0.038 -0.006
C 4.36786 -1.06542 -2.40637 -0.003 -0.012 -0.026 -0.005
H -0.67934 -1.66085 5.14757 -0.015 0.007 -0.006 0.002
H 0.26864 2.84027 1.16354 0.052 0.019 0.065 -0.001
H 1.94874 2.46098 -0.12231 0.041 0.003 0.005 0.000
C 0.81282 1.93217 5.53935 0.016 0.007 0.035 0.198
C 5.19712 -0.54147 -1.43089 -0.025 0.011 0.017 0.007
C 2.19422 -1.97346 -3.23690 -0.070 -0.010 0.011 -0.002
H 4.75528 -1.24045 -3.40290 0.007 -0.002 -0.001 0.000
H -2.17964 -1.06479 4.44835 -0.057 0.012 -0.044 0.010
C 4.70034 -0.33545 -0.15204 -0.018 -0.012 -0.010 -0.005
H -1.42914 -4.43200 -0.38124 -0.006 0.000 -0.004 0.001
C 3.37756 -0.63300 0.14849 -0.026 0.024 -0.020 -0.017
C -0.36153 3.31392 -1.36139 -0.010 0.033 0.008 0.013
C -2.31303 -1.07930 1.18793 0.084 0.004 0.052 -0.025
N -0.94709 0.02622 -2.23792 0.018 -0.127 -0.102 0.056
H 2.09697 0.35954 1.61764 -0.013 0.028 -0.061 0.007
C -2.31707 0.16476 2.02827 0.144 -0.030 -0.109 -0.010
C -2.96151 -3.29798 0.66006 -0.019 0.009 0.003 -0.003
H -1.30811 1.72562 -3.40513 0.002 -0.007 -0.004 -0.001
H 0.99152 4.09870 2.18697 -0.003 0.010 0.013 0.003
H 2.12661 -3.05431 -3.11773 0.016 -0.040 -0.004 0.000
H 0.16796 0.05387 6.33774 -0.012 0.001 0.001 0.004
C 0.85216 2.76713 4.42696 0.010 0.023 -0.023 -0.074
C 2.85479 -0.43177 1.54709 -0.003 -0.032 0.042 0.029
C -3.25912 -2.08304 1.27457 0.017 -0.034 0.018 0.004
H 3.66465 -0.15655 2.22214 -0.003 -0.010 -0.005 -0.001
H 6.22614 -0.30110 -1.66213 0.006 -0.016 0.002 0.000
H 0.74865 2.06347 -2.75207 -0.021 0.007 -0.010 -0.004
H -1.59673 2.68926 0.14843 0.016 -0.042 -0.016 0.006
C -0.51388 0.30170 4.34204 0.041 0.041 -0.065 0.145
C 0.56503 -2.48286 -0.57083 -0.062 -0.008 0.044 0.012
C -2.36385 1.86444 -1.54123 -0.006 0.051 0.038 0.020
C -0.50380 1.17399 3.18437 0.010 -0.139 -0.070 0.147
C 3.03529 -1.38111 -2.14294 0.023 0.077 0.012 -0.003
N -1.18848 -1.23681 0.50100 -0.011 0.028 0.074 -0.005
H 2.38344 -1.34128 1.92295 0.007 0.001 0.006 -0.002
C -1.73428 -3.48282 0.03697 0.017 -0.009 -0.006 0.005
H 5.34767 0.04900 0.62725 0.003 0.000 -0.005 0.000
Fe 0.03094 0.40387 -0.17134 -0.081 0.029 -0.057 3.740
O 1.00787 -3.57070 -0.90845 0.017 0.029 -0.052 0.020
H -2.99861 1.23113 -0.91558 -0.007 0.006 0.006 -0.003
N 1.54902 1.87422 -0.84840 0.104 -0.024 0.022 0.024
C -0.85907 -2.40712 -0.02762 0.001 0.008 0.000 0.018
H 2.32821 1.33190 -1.21867 -0.015 -0.030 -0.024 -0.009
C 0.22510 2.41023 3.25770 0.024 0.079 0.034 0.129
H 1.31490 2.22693 6.45112 0.000 -0.009 0.002 0.003
H -4.16719 -1.92788 1.84015 -0.001 0.002 -0.001 0.001
H -0.10864 4.07417 -0.61981 -0.011 -0.016 -0.009 0.000
H -0.89004 3.83403 -2.16521 -0.001 -0.020 -0.020 0.002
C 0.18770 3.36806 2.10973 0.041 -0.038 -0.043 0.021
H 1.16342 -1.61211 -3.21562 0.043 0.016 0.035 0.002
H 1.36653 3.71767 4.48546 0.004 0.001 0.002 0.003
H -0.76055 3.91315 2.09571 -0.015 -0.005 0.012 0.008
H -2.97183 2.70824 -1.88307 0.009 0.002 -0.004 0.001
C 2.53614 -1.14238 -0.85675 0.032 -0.041 0.067 -0.017
N 1.16464 -1.28261 -0.52229 0.147 0.076 -0.115 0.119
C 0.93457 2.70752 -1.89397 -0.016 -0.030 0.034 -0.010
N -1.09064 0.86611 2.01222 -0.281 -0.007 0.460 0.440
C -1.09667 -1.08162 4.32640 -0.050 0.046 -0.055 -0.004
H 2.61912 -1.74878 -4.21452 -0.011 -0.017 0.006 0.000
H -0.86141 -1.60978 3.40271 -0.006 -0.007 -0.068 0.002
N -1.22846 2.30704 -0.71490 -0.024 0.016 -0.032 0.013
H -0.23983 -0.20630 -2.92628 -0.031 0.018 0.000 -0.005
C -1.85694 1.07023 -2.72845 0.005 0.042 -0.034 -0.003
H 1.59725 3.50799 -2.22990 -0.016 0.022 0.003 0.002
O -3.27416 0.54549 2.65262 -0.029 -0.021 0.027 0.059
H -3.67119 -4.11303 0.71043 0.004 -0.004 0.002 0.000
H -2.69849 0.67169 -3.29819 0.013 -0.024 0.024 0.002
```
Forces are in eV/Å.



Molecular formula: C27H34HfNOSi
Method: DFT, wB97M-V/def2-TZVPD

Net charge: +1
LUMO energy in eV: -3.26
Molecular weight in g mol⁻¹: 595.2
Spin multiplicity: 1
Max |F| in hartree/bohr: 0.066
Gap between HOMO and LUMO in eV: 8.3

XYZ file:
```
65
Properties=species:S:1:pos:R:3:forces:R:3:nbo_charge:R:1
H 2.20542 -1.24369 1.15347 -0.067 -0.162 0.105 0.266
H 0.73174 -0.21442 2.79338 0.021 -0.068 0.162 0.264
H 1.06547 1.99210 -6.66229 0.000 -0.014 0.006 0.228
H 2.82060 -2.57525 -3.48797 0.094 0.014 0.064 0.236
C -2.66998 0.12524 -0.61783 -0.774 -0.256 -0.608 -0.285
C 2.70363 0.24470 -4.27214 -0.148 -0.036 -0.053 -0.249
H 3.31972 -0.04624 3.02558 -0.061 -0.064 0.098 0.217
C -0.43718 2.56581 1.44126 -0.066 0.565 0.902 -0.331
C 1.26775 1.21636 -5.93562 0.014 0.036 0.022 -0.206
H -1.51337 -1.01821 -2.12467 -0.027 -0.118 -0.164 0.260
H 3.62645 0.26908 -3.70298 0.012 0.044 -0.031 0.202
C 1.47864 1.31817 1.37906 0.259 0.188 0.337 -0.138
H -3.37561 -4.42998 3.47722 -0.519 0.195 -0.125 0.245
H -2.36428 -0.63312 5.22404 -0.140 -0.565 0.114 0.233
C 2.81373 -0.61118 0.50671 0.168 0.329 -0.081 -0.496
H -0.53302 1.37597 -2.84063 0.073 -0.015 -0.150 0.267
H 3.76203 -1.34231 -1.81201 0.097 -0.720 0.250 0.416
C 2.18109 -0.67083 -0.84128 0.814 -0.304 -1.438 0.767
C 0.35918 0.18960 -5.73817 -0.012 -0.046 -0.006 -0.197
H -3.22483 1.95247 0.49732 -0.088 0.028 0.025 0.255
H -4.96996 -3.79957 4.06907 0.459 -0.067 -0.474 0.246
O 1.12595 -0.05673 -1.10577 -0.701 -0.545 0.192 -0.719
H -5.61314 -0.82910 3.91519 0.365 0.154 -0.462 0.247
H -1.57716 3.20500 -1.21126 -0.053 0.086 -0.061 0.256
H -1.48615 1.23307 2.88853 -0.005 -0.001 -0.015 0.280
C -1.37800 -1.05707 1.51585 1.790 1.315 -2.559 -0.455
C 2.44416 1.24216 -5.19670 0.009 0.057 -0.010 -0.193
Si -3.45420 -1.96474 3.45688 -0.745 -0.114 0.566 1.601
H 3.54257 1.69614 2.94092 0.027 0.062 -0.003 0.231
Hf -0.46399 0.64851 0.09986 -0.481 -2.618 1.283 1.986
C 3.66128 0.76615 2.38832 0.047 -0.010 0.068 -0.595
H 4.51794 1.26718 -0.24362 0.092 -0.005 0.031 0.217
H 1.23790 -2.42382 -2.79683 -0.043 0.071 0.165 0.223
H 2.98802 1.95998 -0.77634 -0.033 0.010 -0.175 0.212
C -4.16959 -3.67786 3.30775 -0.047 -0.154 -0.026 -1.109
H 3.16164 2.03853 -5.34429 0.001 0.001 -0.021 0.224
C -1.26603 1.19249 -2.07395 -0.191 0.082 -0.593 -0.330
H -3.18452 -0.65236 -0.08324 -0.108 0.060 -0.106 0.286
H -1.93852 -2.38940 5.35845 -0.376 0.439 0.102 0.242
C -0.60937 1.46582 2.30896 0.103 1.129 0.606 -0.335
C -1.80732 2.15316 -1.20717 -0.126 0.334 -0.242 -0.338
C -2.75684 -1.66877 5.16207 0.189 -0.016 0.171 -1.107
C 2.13199 -1.85355 -3.04910 -0.635 -0.038 -0.665 -0.264
H 4.72411 0.61970 2.19289 0.014 -0.044 -0.035 0.221
C -2.18143 -1.62263 2.21119 -0.625 -0.595 0.928 -0.546
H -4.60525 -3.80555 2.29640 0.208 -0.120 0.555 0.243
C 1.79170 -0.78958 -4.06791 0.265 0.404 0.168 0.038
C -1.78490 -0.06710 -1.70311 -0.482 -0.128 -0.429 -0.383
C 3.59540 1.73642 0.09784 -0.050 0.024 -0.054 -0.617
H -5.22605 -0.83745 2.14462 0.073 0.181 0.555 0.235
H -3.55985 -1.79825 5.91726 0.528 0.070 -0.318 0.246
C 0.61561 -0.80762 -4.80540 0.101 -0.020 0.000 -0.238
H 1.25107 3.15066 0.12816 0.051 0.114 -0.041 0.266
C -4.80727 -0.70426 3.16320 -0.115 0.222 -0.192 -1.102
N 2.75476 -1.38051 -1.83115 0.527 0.574 1.193 -0.552
H -0.55666 0.14854 -6.31153 -0.016 0.050 -0.028 0.227
C 0.57938 0.71485 2.27623 0.509 0.016 0.342 -0.247
H -1.15521 3.34427 1.25729 -0.043 0.084 0.027 0.261
C 0.83871 2.46619 0.84883 0.261 0.404 0.055 -0.383
H -4.38189 0.31734 3.24843 -0.364 -0.452 -0.048 0.227
C -2.67847 1.49229 -0.30850 -0.340 0.186 0.043 -0.313
H -0.10959 -1.60044 -4.68563 -0.015 -0.128 0.133 0.216
C 2.86760 0.82105 1.07846 0.240 -0.037 0.038 -0.045
H 3.81344 -1.03684 0.49458 0.102 -0.125 -0.118 0.245
H 3.86099 2.67942 0.57178 -0.016 0.057 0.023 0.237
```
Forces are in eV/Å.



Molecular formula: C27H34N4O8S
Method: DFT, wB97M-V/def2-TZVPD

LUMO energy in eV: 0.15
Molecular weight in g mol⁻¹: 574.7
Spin multiplicity: 1
Max |F| in hartree/bohr: 0.021
SMILES: CCOC(=O)N1CCC(NC(=O)c2cc(C(=O)Nc3ccc(S(=O)(=O)N4CCOCC4)cc3)ccc2CO)CC1
Gap between HOMO and LUMO in eV: 8.8

XYZ file:
```
74
Properties=species:S:1:pos:R:3:forces:R:3:nbo_charge:R:1
H 2.16658 3.73843 -5.30716 -0.113 -0.037 -0.093 0.495
H 0.63743 -1.20585 0.66338 0.114 0.013 -0.029 0.229
S -1.88313 -3.57225 4.13038 -0.153 0.511 -0.100 2.315
C -1.47536 2.02865 -4.74000 0.100 0.069 0.049 -0.214
H 1.71183 0.78401 -5.56649 -0.014 0.070 -0.023 0.243
H -3.46440 -4.01665 8.13369 0.018 -0.062 -0.099 0.197
C 3.96725 2.92629 -0.30461 -0.098 0.047 -0.164 -0.432
O -1.93155 -2.72554 7.97020 -0.093 0.104 0.149 -0.525
H -0.89693 -1.32447 5.09259 0.069 0.216 0.101 0.219
H -1.88043 1.95170 -5.73806 -0.007 -0.031 -0.128 0.218
O 1.89498 4.54848 -3.63963 0.134 0.256 -0.168 -0.661
C 1.56615 -0.60302 -3.92254 -0.674 -0.171 -0.301 -0.066
H -0.30049 0.09044 -0.84705 -0.138 0.042 -0.127 0.443
H -4.18749 -2.28057 6.51305 0.045 -0.053 -0.053 0.203
H 2.80605 1.16158 0.28931 0.168 0.027 -0.037 0.235
O 1.62426 0.07792 -1.32051 -0.321 -0.042 0.113 -0.733
H -0.32948 -3.06298 6.71083 -0.033 0.136 0.114 0.193
H -0.37214 -1.51022 7.60642 0.014 -0.027 -0.101 0.193
H 0.16269 4.51343 -5.68502 -0.011 -0.137 -0.082 0.195
C -2.83311 -1.91319 2.18118 0.061 0.008 -0.073 -0.156
C 1.65034 -0.28977 -5.40484 0.182 0.007 0.422 -0.638
H 0.67291 -0.15406 -3.47506 0.148 -0.076 -0.063 0.197
C -1.46498 -0.81040 0.54479 -0.133 -0.246 0.404 0.261
C 2.63193 0.24670 -1.99274 0.190 -0.241 -0.025 0.924
C -0.96970 -2.24050 7.05785 0.171 0.159 -0.221 -0.096
C 4.48103 2.74237 -2.75920 -0.071 -0.017 0.081 -0.428
N 3.77287 0.77626 -1.49428 -0.009 -0.232 -0.051 -0.444
C -0.44916 -2.24376 2.19214 0.039 -0.078 0.064 -0.178
C -2.72293 -1.06849 1.09306 -0.170 0.009 -0.027 -0.263
H 0.76497 -0.67342 -5.90276 -0.106 -0.073 -0.078 0.217
O 1.69030 3.14145 -5.90526 0.356 -0.060 -0.033 -0.734
C 1.47580 3.61616 -2.97047 -0.037 -0.235 0.310 0.675
H -2.98157 0.76852 -3.87415 -0.106 -0.058 -0.014 0.234
O 2.72858 -0.06779 -3.28470 0.346 0.232 0.159 -0.515
C 0.32282 3.42856 -5.74802 -0.159 0.283 -0.068 -0.090
H 3.96319 2.75871 -3.71827 0.041 0.038 -0.025 0.225
C -1.64227 -1.59279 5.84227 0.450 0.172 0.349 -0.258
O -2.85853 -4.58342 3.84701 -0.250 0.088 -0.015 -0.939
N 2.17914 3.10599 -1.93706 -0.028 -0.049 0.257 -0.637
H -0.16947 3.05904 -6.65206 -0.050 0.069 0.140 0.183
C 3.57746 3.41249 -1.70069 0.297 0.392 -0.091 -0.035
H 5.74662 1.25314 -1.79286 -0.013 -0.044 -0.052 0.198
H 2.53129 -0.75629 -5.83682 0.072 -0.078 -0.121 0.210
H -0.12522 2.37918 -1.17495 0.082 -0.056 0.064 0.218
C -2.20547 0.66884 -1.30944 0.185 0.035 -0.021 0.665
H -2.17131 -4.53692 7.00642 -0.061 0.011 0.085 0.174
H 5.01457 3.17933 -0.13925 0.012 0.044 0.016 0.217
H -3.59635 -0.61283 0.65728 -0.009 -0.011 0.015 0.260
C -0.32009 2.77928 -4.54046 0.068 -0.004 0.022 0.004
H -2.19094 -0.69601 6.14924 0.068 -0.039 -0.070 0.206
C 4.81237 1.29472 -2.35826 0.156 0.134 -0.385 -0.223
H -3.79229 -2.13766 2.61837 -0.190 0.062 -0.005 0.235
H 0.40902 -2.71958 2.64013 0.148 -0.009 -0.002 0.244
C -3.51780 -3.07676 6.17189 -0.144 -0.489 0.366 -0.261
C -0.46030 2.24343 -2.19334 -0.110 0.007 -0.162 -0.181
H 5.40142 3.31506 -2.86744 0.039 0.045 -0.043 0.219
C -2.09920 1.36561 -3.70314 0.016 -0.019 0.266 -0.145
C -1.57505 1.45029 -2.41843 -0.036 0.200 -0.216 -0.142
C -1.70139 -2.49151 2.72373 0.059 -0.358 0.510 -0.364
H 4.55653 0.95850 0.42088 -0.099 0.032 0.013 0.209
C 3.75972 1.40119 -0.18481 -0.104 -0.055 0.343 -0.232
H -4.08522 -3.84073 5.64177 -0.158 0.044 0.182 0.243
O -0.57499 -3.99710 4.55642 0.032 0.240 -0.128 -0.954
H 3.37499 3.44029 0.45226 0.054 0.027 0.043 0.228
O -3.40473 0.60782 -1.14776 -0.182 -0.047 -0.049 -0.591
H 1.80348 2.30745 -1.45509 -0.135 -0.032 -0.073 0.415
H 3.68646 4.49950 -1.78018 0.020 -0.199 0.065 0.235
H 4.90535 0.65664 -3.23521 0.123 0.059 0.131 0.240
C 0.19318 2.89214 -3.23985 -0.319 -0.099 -0.167 -0.089
N -2.58704 -2.49911 5.22132 0.267 -0.663 -0.807 -0.674
H 1.53884 -1.68398 -3.74363 0.002 0.157 0.047 0.184
N -1.26939 0.02822 -0.54585 0.370 0.073 -0.075 -0.643
C -0.32909 -1.40514 1.10248 -0.115 0.036 -0.066 -0.265
C -2.76989 -3.68421 7.36045 -0.270 -0.029 -0.144 -0.089
```
Forces are in eV/Å.